[1]
21
Properties=species:S:1:pos:R:3:forces:R:3 method="wB97M-V/def2-TZVPD" total_energy_ha=-382.66061 homo_lumo_gap_ha=0.3621 smiles=CCNCN.O.O total_charge=0
C -1.051 -2.493 -0.345 -0.274 1.011 -0.227
C -1.345 -1.030 -0.081 -0.099 1.159 -0.274
N -0.513 -0.087 -0.887 -0.547 0.077 -0.059
C 0.090 0.938 -0.062 0.660 -0.362 1.361
N 0.705 2.004 -0.809 0.423 -0.157 -0.871
H -1.014 -2.649 -1.422 -0.197 -0.363 0.048
H -1.854 -3.033 0.147 0.172 -0.598 -0.141
H -0.073 -2.726 0.068 0.004 -0.259 0.104
H -2.366 -0.684 -0.281 -0.218 -0.850 -0.064
H -1.250 -0.833 0.984 0.426 0.164 0.176
H -1.142 0.361 -1.549 0.073 0.149 0.045
H 0.775 0.348 0.576 0.149 0.374 -0.009
H -0.586 1.437 0.647 -0.358 -0.208 -0.163
H 1.416 1.651 -1.441 -0.180 -0.275 -0.251
H 1.236 2.621 -0.216 -0.268 0.229 0.489
O 1.403 1.828 4.269 0.397 0.045 0.901
H 2.290 1.846 4.654 0.278 -0.039 -0.656
H 0.927 1.878 5.106 -0.678 -0.009 -0.265
O 0.577 -0.473 -3.466 0.184 -0.056 -0.085
H 1.524 -0.363 -3.340 0.054 -0.040 -0.205
H 0.251 -0.541 -2.552 -0.001 0.007 0.147

=====

[2]
22
Properties=species:S:1:pos:R:3:forces:R:3 method="wB97M-V/def2-TZVPD" total_energy_ha=-780.78387 homo_lumo_gap_ha=0.3289 smiles=NCNCCS.O.O total_charge=0
N -1.199 1.170 -2.125 -1.560 -2.396 -1.234
C -2.211 0.604 -1.268 -3.267 0.733 1.181
N -1.753 -0.099 -0.080 -0.008 -0.234 -0.426
C -0.593 -0.947 -0.181 -2.222 -2.376 -0.290
C 0.766 -0.353 -0.041 2.571 0.994 -1.315
S 2.032 -1.735 -0.696 -0.133 3.371 -0.827
H -0.684 1.830 -1.611 1.356 0.591 0.485
H -0.711 0.305 -2.468 0.227 1.910 0.365
H -2.859 -0.146 -1.820 1.110 0.736 0.143
H -3.084 1.368 -0.902 2.414 -1.333 -0.839
H -1.554 0.361 0.766 -0.672 1.907 0.814
H -0.814 -1.603 -1.143 1.157 0.924 2.044
H -0.746 -1.514 0.793 0.550 -0.538 -1.516
H 1.060 -0.122 0.992 -0.389 -0.648 -0.152
H 0.959 0.668 -0.550 -0.367 -2.039 0.154
H 2.608 -0.766 -1.604 -0.672 -1.722 1.287
O 0.021 -0.136 3.236 4.898 -0.710 0.563
H -0.177 -1.030 3.404 -0.030 -1.849 0.414
H -0.772 0.219 3.086 -4.897 2.604 -0.921
O 0.644 2.584 0.971 -1.718 0.591 -2.060
H 0.609 3.295 1.573 -0.111 1.360 1.014
H 1.230 1.983 1.340 1.764 -1.874 1.115

=====

[3]
22
Properties=species:S:1:pos:R:3:forces:R:3 method="wB97M-V/def2-TZVPD" total_energy_ha=-457.84841 homo_lumo_gap_ha=0.3247 smiles=NCNCCO.O.O total_charge=0
N 0.132 1.301 0.548 -1.799 -0.940 0.483
C 1.404 1.041 0.005 0.571 -0.725 -0.214
N 1.601 -0.137 -0.907 0.648 -1.234 1.798
C 1.762 -1.362 -0.042 -0.546 5.385 3.531
C 0.429 -1.841 0.614 -1.478 -2.093 -0.665
O -0.243 -1.428 1.863 1.815 0.717 -0.847
H -0.268 0.453 0.969 0.106 0.717 0.118
H -0.495 1.574 -0.207 -0.014 0.039 0.338
H 1.555 1.887 -0.572 0.973 1.699 -1.379
H 2.153 1.091 0.831 -0.202 -0.709 -0.797
H 0.806 -0.295 -1.534 0.158 0.499 0.469
H 2.173 -2.147 -0.493 1.234 -3.267 -2.505
H 2.625 -1.052 0.684 -1.723 -0.603 -0.734
H -0.328 -1.613 -0.234 0.846 -0.746 1.584
H 0.501 -2.962 0.819 0.031 1.157 -1.000
H 0.451 -1.511 2.542 -0.520 0.153 -0.120
O -1.169 0.855 -2.675 0.988 -1.297 -1.494
H -0.518 0.439 -3.338 -1.615 1.000 1.461
H -2.022 0.415 -2.854 0.622 0.281 -0.010
O -2.923 1.423 0.898 -0.571 0.609 -4.430
H -2.867 0.816 0.086 -0.076 1.210 2.220
H -2.784 0.930 1.655 0.551 -1.854 2.192

=====

[4]
22
Properties=species:S:1:pos:R:3:forces:R:3 method="wB97M-V/def2-TZVPD" total_energy_ha=-457.89474 homo_lumo_gap_ha=0.2977 smiles="C/C(N)=C/N.O.O.O" total_charge=0
C -1.524 2.799 -0.245 -0.520 0.075 -0.575
C -0.702 1.582 -0.412 1.571 -2.601 0.321
N -0.758 0.593 0.667 -1.176 2.589 0.494
C 0.176 1.269 -1.417 -1.389 1.750 0.726
N 0.936 0.080 -1.353 1.536 -0.003 -3.888
H -0.931 3.668 0.035 -0.132 -0.006 0.346
H -1.903 2.988 -1.247 -0.389 0.447 0.025
H -2.393 2.646 0.440 0.767 0.166 -0.475
H -1.652 0.605 1.206 1.148 -0.089 -0.836
H -0.548 -0.296 0.319 -0.095 -1.708 -0.418
H 0.278 1.986 -2.273 0.115 -1.025 0.827
H 1.225 -0.170 -0.442 0.901 -0.002 0.910
H 1.730 0.027 -2.122 -2.222 0.218 2.620
O 0.276 -3.195 -0.995 -0.681 1.487 -2.375
H -0.508 -3.054 -1.625 1.723 -0.336 1.402
H 0.907 -2.471 -1.285 -1.152 -1.088 0.539
O 1.948 -0.014 2.229 -1.285 -0.839 -0.441
H 1.849 0.930 2.255 0.258 0.828 0.079
H 1.012 -0.252 2.006 0.978 0.011 0.315
O -0.079 -3.214 1.674 -3.154 0.305 0.544
H -0.149 -3.272 0.727 0.122 -0.063 -0.823
H 0.811 -3.235 1.861 3.075 -0.116 0.685

=====

[5]
22
Properties=species:S:1:pos:R:3:forces:R:3 method="wB97M-V/def2-TZVPD" total_energy_ha=-416.82851 homo_lumo_gap_ha=0.2720 total_charge=0
C -0.015 1.275 1.054 -0.400 -0.814 -0.015
N -1.183 -0.335 0.729 0.444 0.336 0.301
N 1.159 0.595 1.320 0.007 -0.020 0.088
N -0.120 1.918 -0.130 -0.091 -0.280 -0.513
N -0.768 -1.455 1.508 -0.126 0.193 -0.025
O -0.611 1.882 2.110 0.052 -0.087 -0.153
H -0.034 1.787 2.879 0.014 -0.075 -0.074
H -2.187 -0.165 0.774 0.079 0.011 0.075
H 0.966 -0.327 1.722 -0.039 0.096 0.009
H 1.715 0.481 0.482 -0.045 0.047 -0.037
H -0.139 1.195 -0.922 -0.046 0.456 0.480
H -0.886 2.577 -0.164 0.040 -0.053 0.031
H -0.917 -2.324 0.999 0.002 0.114 0.040
H -1.282 -1.500 2.382 -0.003 -0.029 -0.093
C 1.307 -0.831 -1.902 -0.061 -0.012 -0.010
C -0.182 -0.456 -1.884 -0.130 -0.344 0.413
H 1.659 -1.266 -2.846 -0.006 0.041 0.057
H 1.542 -1.560 -1.117 0.015 0.018 -0.016
H 1.942 0.046 -1.717 0.016 -0.018 -0.020
H -0.391 0.241 -2.708 -0.037 0.087 0.101
H -0.778 -1.344 -2.138 0.047 -0.050 -0.089
H -0.796 -0.437 -0.430 0.267 0.384 -0.549

=====

[6]
22
Properties=species:S:1:pos:R:3:forces:R:3 method="wB97M-V/def2-TZVPD" total_energy_ha=-396.24574 homo_lumo_gap_ha=0.3553 total_charge=+1
C 3.744 0.283 0.516 3.499 -1.771 -2.494
C 2.363 0.026 -0.014 -0.506 0.007 -0.315
C -1.262 1.079 -0.576 -0.578 -2.005 -0.167
N 2.044 -0.460 -1.304 0.910 0.672 1.819
N 1.345 0.288 0.698 -1.028 1.100 0.845
N -1.514 1.961 0.358 0.719 1.701 2.517
N -1.914 -0.063 -0.761 2.684 2.391 -2.661
N -3.587 -1.770 0.359 -2.108 -1.889 2.052
H 3.862 1.046 1.265 -0.523 0.379 0.103
H 4.496 0.509 -0.357 -1.483 0.009 1.446
H 4.294 -0.640 0.939 -1.435 1.028 -0.498
H 1.054 -0.733 -1.295 1.145 -0.331 -0.522
H 2.785 -0.892 -1.842 -0.678 -0.258 -0.032
H 1.582 0.839 1.538 0.052 -0.821 -0.385
H -0.478 1.182 -1.343 -0.233 0.997 0.834
H -2.228 1.884 1.134 0.982 -0.512 -1.691
H -0.749 2.617 0.675 -1.169 -1.024 -1.094
H -1.638 -0.409 -1.692 -0.660 -0.487 0.997
H -2.517 -0.635 -0.197 -1.310 -0.629 0.812
H -3.158 -2.686 0.712 -0.794 1.523 -0.849
H -4.001 -1.389 1.248 0.866 -0.170 -0.691
H -4.521 -2.038 -0.065 1.648 0.089 -0.023

=====

[7]
27
Properties=species:S:1:pos:R:3:forces:R:3 method="wB97M-V/def2-TZVPD" total_energy_ha=-1075.06553 homo_lumo_gap_ha=0.3394 total_charge=0
C 0.317 1.736 0.767 1.658 0.826 1.107
C -0.503 0.626 1.461 1.953 -0.461 -1.051
C 1.846 -1.930 -0.622 -1.036 0.647 0.215
N -0.639 2.731 0.386 0.272 2.961 -0.578
N 1.376 1.530 -0.257 -1.406 1.525 1.584
N 0.094 -0.601 1.523 0.039 0.796 -0.044
N -1.592 0.949 2.023 -0.346 0.004 0.598
N 1.721 -1.596 -1.899 -1.104 -0.523 2.565
N 3.086 -1.928 -0.127 -0.871 -0.803 0.512
O -3.903 -0.486 -1.623 1.699 -0.633 0.720
O -2.708 -1.422 0.333 -0.745 -0.145 -2.457
O -1.298 -0.193 -1.135 2.528 -0.240 -2.293
S -2.575 -0.047 -0.580 -4.463 -0.795 1.428
H 0.907 2.142 1.644 -0.800 -0.129 -0.643
H -0.328 3.733 0.343 0.203 -1.584 0.503
H -1.104 2.639 -0.504 -0.035 -0.901 -0.170
H 1.885 0.702 -0.269 0.685 -1.747 0.173
H 0.975 1.742 -1.122 -0.455 -0.070 -1.654
H 0.786 -0.968 0.839 -0.972 0.199 0.320
H -0.455 -1.253 2.036 0.006 -0.734 0.204
H -1.641 1.977 1.882 -0.638 -0.853 0.078
H -2.610 -1.251 1.244 0.209 0.904 1.944
H 0.822 -1.306 -2.187 -0.723 0.053 -0.700
H 2.504 -1.567 -2.445 2.160 0.556 -2.291
H 3.915 -1.960 -0.648 1.503 0.201 -1.413
H 3.142 -2.534 0.653 0.258 -0.093 1.084
H -4.023 -1.467 -1.717 0.421 1.037 0.258

=====

[8]
20
Properties=species:S:1:pos:R:3:forces:R:3 method="wB97M-V/def2-TZVPD" total_energy_ha=-327.12589 s_squared=0.76 homo_lumo_gap_ha="0.3909 / 0.1349" spin_multiplicity=2 total_charge=+2
C 0.600 -0.982 1.104 -0.543 1.266 1.318
C -0.797 -1.033 0.582 0.538 -0.069 -1.090
N -1.154 0.125 -0.312 -0.409 0.252 0.102
C -2.432 -0.096 -1.116 -0.040 -0.259 0.244
H 1.008 0.014 1.303 -0.170 0.079 -0.179
H 0.734 -1.552 2.044 0.274 -0.606 -0.459
H 1.407 -1.494 0.401 0.181 -0.022 -0.455
H -0.920 -1.924 -0.045 -0.236 -0.091 0.285
H -1.529 -1.078 1.392 0.008 -0.082 0.151
H -0.391 0.348 -0.950 0.072 -0.184 -0.061
H -1.286 0.978 0.239 0.102 0.005 0.126
H -2.311 0.344 -2.098 -0.036 0.131 -0.040
H -3.260 0.344 -0.575 -0.040 0.187 -0.001
H -2.617 -1.163 -1.194 0.136 -0.047 -0.131
H 1.885 2.533 0.088 -0.341 -0.025 -0.091
H 2.262 3.568 1.023 -0.344 0.228 0.679
O 1.589 2.874 0.943 0.660 -0.332 -0.741
H 2.407 -1.133 -1.554 -0.086 -0.027 0.021
H 2.779 -0.203 -0.347 -0.053 0.105 -0.261
O 2.027 -0.471 -0.928 0.327 -0.510 0.584